Entry 1:
Computed, not measured: a single C8H6BrO2P molecule in a non-equilibrium geometry, with the ωB97M-V functional and the def2-TZVPD basis.

The frontier orbital gap is 8.37 eV. The energy above the lowest of the compared OMol25 structures with the same formula, charge and spin is 0.000 eV. The value obtained for the total energy is -91818.41380 eV. Its spin multiplicity is 1. The calculation puts the HOMO energy at -8.79 eV. The SMILES is BrP(c1ccco1)c1ccco1.

Each atom is followed by the atoms it is bonded to, with distances in Å.
Element x y z (Å)
1 Br -3.9642 0.4086 -0.2892  P2 2.436
2 P -2.0819 -0.1708 1.1444  Br1 2.436, C3 1.798, C8 1.805
3 C -1.3087 -1.5231 0.2464  P2 1.798, C4 1.375, O7 1.355
4 C -0.1141 -1.6805 -0.4157  C3 1.375, C5 1.409, H13 1.071
5 C 0.0600 -3.0687 -0.5795  C4 1.409, C6 1.365, H14 1.070
6 C -1.0252 -3.6567 0.0037  C5 1.365, O7 1.332, H15 1.071
7 O -1.8457 -2.7388 0.5119  C3 1.355, C6 1.332
8 C -1.0150 1.1727 0.5826  P2 1.805, C9 1.371, O12 1.351
9 C -0.3568 2.1256 1.3163  C8 1.371, C10 1.411, H16 1.068
10 C 0.2284 2.9995 0.3759  C9 1.411, C11 1.364, H17 1.071
11 C -0.1313 2.5260 -0.8516  C10 1.364, O12 1.336, H18 1.072
12 O -0.8754 1.4224 -0.7375  C8 1.351, C11 1.336
13 H 0.5446 -0.9048 -0.7506  C4 1.071
14 H 0.8839 -3.5638 -1.0486  C5 1.070
15 H -1.3076 -4.6845 0.1083  C6 1.071
16 H -0.2852 2.1629 2.3811  C9 1.068
17 H 0.8177 3.8694 0.5818  C10 1.071
18 H 0.0694 2.8783 -1.8441  C11 1.072


Entry 2:
Computed, not measured: 7 unconnected molecules or ions with the total composition C56H120N6O8 in a non-equilibrium geometry, with the ωB97M-V functional and the def2-TZVPD basis.

The frontier orbital gap is 8.31 eV. The energy above the lowest of the compared OMol25 structures with the same formula, charge and spin is 0.367 eV. The value obtained for the total energy is -85327.07988 eV. Its spin multiplicity is 1. The calculation puts the HOMO energy at -7.95 eV. The SMILES is CC1(C)CCCC(C)(C)N1O.CC1(C)CCCC(C)(C)N1O.CC1(C)CCCC(C)(C)N1O.CC1(C)CCCC(C)(C)N1O.CC1(C)CCCC(C)(C)N1O.CC1(C)CCCC(C)(C)N1O.OCCO.

Each atom is followed by the atoms it is bonded to, with distances in Å.
Element x y z (Å)
1 C 8.3438 -5.2789 0.6100  C2 1.533, H12 1.086, H13 1.096, H14 1.095
2 C 6.9620 -5.4039 1.2630  C1 1.533, C3 1.503, C4 1.560, N10 1.492
3 C 6.4090 -6.7989 1.1818  C2 1.503, H15 1.091, H16 1.094, H17 1.088
4 C 6.9752 -4.9815 2.7644  C2 1.560, C5 1.524, H18 1.093, H19 1.092
5 C 7.0389 -3.4737 2.9786  C4 1.524, C6 1.513, H20 1.092, H21 1.093
6 C 5.8962 -2.7601 2.2900  C5 1.513, C7 1.548, H22 1.092, H23 1.093
7 C 5.8814 -3.0726 0.7737  C6 1.548, C8 1.524, C9 1.543, N10 1.458
8 C 4.5434 -2.5549 0.2581  C7 1.524, H24 1.094, H25 1.098, H26 1.091
9 C 6.9358 -2.2698 -0.0173  C7 1.543, H27 1.085, H28 1.097, H29 1.092
10 N 5.9500 -4.5207 0.6146  C2 1.492, C7 1.458, O11 1.443
11 O 5.5746 -4.9822 -0.7004  N10 1.443, H30 0.966
12 H 8.6852 -4.2659 0.4163  C1 1.086
13 H 9.1776 -5.7837 1.1111  C1 1.096
14 H 8.3812 -5.8408 -0.3296  C1 1.095
15 H 6.3492 -7.1397 0.1467  C3 1.091
16 H 7.1284 -7.4604 1.6724  C3 1.094
17 H 5.4102 -6.9080 1.5995  C3 1.088
18 H 6.0544 -5.3491 3.2255  C4 1.093
19 H 7.7794 -5.3763 3.3891  C4 1.092
20 H 6.9402 -3.2597 4.0453  C5 1.092
21 H 7.9866 -3.0773 2.6054  C5 1.093
22 H 5.8986 -1.6697 2.3479  C6 1.092
23 H 4.9084 -3.0666 2.6442  C6 1.093
24 H 4.4043 -1.4961 0.4959  C8 1.094
25 H 3.6684 -2.9590 0.7849  C8 1.098
26 H 4.3905 -2.6433 -0.8181  C8 1.091
27 H 7.7452 -2.7747 -0.5350  C9 1.085
28 H 7.3879 -1.5301 0.6548  C9 1.097
29 H 6.4577 -1.5939 -0.7296  C9 1.092
30 H 4.6666 -4.6572 -0.6498  O11 0.966
31 C 0.3753 4.3798 1.2948  C32 1.543, H42 1.089, H43 1.091, H44 1.093
32 C 0.4226 5.9016 1.5475  C31 1.543, C33 1.548, C34 1.543, N40 1.432
33 C -1.0359 6.4006 1.6936  C32 1.548, H45 1.095, H46 1.093, H47 1.091
34 C 1.0278 6.0709 2.9572  C32 1.543, C35 1.521, H48 1.095, H49 1.089
35 C 2.5456 6.1368 3.0310  C34 1.521, C36 1.527, H50 1.091, H51 1.101
36 C 3.0922 7.0545 1.9401  C35 1.527, C37 1.559, H52 1.089, H53 1.096
37 C 2.5342 6.8845 0.4940  C36 1.559, C38 1.507, C39 1.574, N40 1.462
38 C 2.8853 8.0514 -0.3931  C37 1.507, H54 1.097, H55 1.086, H56 1.092
39 C 3.2292 5.5947 -0.0817  C37 1.574, H57 1.091, H58 1.092, H59 1.094
40 N 1.0931 6.6364 0.5171  C32 1.432, C37 1.462, O41 1.388
41 O 0.5711 6.4141 -0.7493  N40 1.388, H60 0.964
42 H 1.3324 3.9079 1.5099  C31 1.089
43 H -0.4934 3.8880 1.7345  C31 1.091
44 H 0.1532 4.1589 0.2477  C31 1.093
45 H -1.5802 5.7485 2.3842  C33 1.095
46 H -1.0062 7.3578 2.2202  C33 1.093
47 H -1.6901 6.4675 0.8233  C33 1.091
48 H 0.6792 7.0196 3.3779  C34 1.095
49 H 0.6431 5.2294 3.5322  C34 1.089
50 H 2.9765 6.3435 4.0122  C35 1.091
51 H 2.9097 5.1034 2.9283  C35 1.101
52 H 4.1705 6.9028 1.9101  C36 1.089
53 H 2.7971 8.0633 2.2500  C36 1.096
54 H 2.3194 8.8744 0.0599  C38 1.097
55 H 2.7063 7.9776 -1.4613  C38 1.086
56 H 3.9242 8.3527 -0.2400  C38 1.092
57 H 3.0008 4.6155 0.3410  C39 1.091
58 H 4.3182 5.6700 -0.0905  C39 1.092
59 H 2.8405 5.5211 -1.1013  C39 1.094
60 H -0.0412 7.1347 -0.9386  O41 0.964
61 C 1.4775 -7.1836 3.8136  C62 1.557, H72 1.092, H73 1.103, H74 1.089
62 C 0.8900 -5.7434 3.7392  C61 1.557, C63 1.529, C64 1.544, N70 1.463
63 C 1.2747 -5.0785 5.0609  C62 1.529, H75 1.091, H76 1.089, H77 1.094
64 C 1.5548 -4.9812 2.5730  C62 1.544, C65 1.492, H78 1.093, H79 1.098
65 C 1.0360 -5.3233 1.2163  C64 1.492, C66 1.517, H80 1.102, H81 1.094
66 C -0.4542 -5.1367 1.0021  C65 1.517, C67 1.541, H82 1.089, H83 1.091
67 C -1.1139 -5.9848 2.1074  C66 1.541, C68 1.535, C69 1.546, N70 1.475
68 C -2.6021 -5.6249 2.2163  C67 1.535, H84 1.096, H85 1.091, H86 1.086
69 C -1.1587 -7.4562 1.6350  C67 1.546, H87 1.090, H88 1.095, H89 1.099
70 N -0.5412 -5.7098 3.4385  C62 1.463, C67 1.475, O71 1.429
71 O -1.2462 -6.3266 4.5180  N70 1.429, H90 0.962
72 H 1.0163 -7.8915 4.5053  C61 1.092
73 H 1.2195 -7.8031 2.9389  C61 1.103
74 H 2.5630 -7.1256 3.7522  C61 1.089
75 H 0.6023 -5.3689 5.8691  C63 1.091
76 H 2.2768 -5.3091 5.4185  C63 1.089
77 H 1.1770 -3.9938 4.9602  C63 1.094
78 H 1.7059 -3.9305 2.8338  C64 1.093
79 H 2.5903 -5.3443 2.6221  C64 1.098
80 H 1.5689 -4.6990 0.4807  C65 1.102
81 H 1.4144 -6.2607 0.7972  C65 1.094
82 H -0.6594 -5.5247 0.0055  C66 1.089
83 H -0.7323 -4.0854 1.0873  C66 1.091
84 H -2.6906 -4.5705 2.5009  C68 1.096
85 H -3.1089 -6.1172 3.0480  C68 1.091
86 H -3.1538 -5.8758 1.3150  C68 1.086
87 H -1.5430 -8.1832 2.3505  C69 1.090
88 H -0.3343 -7.8702 1.0443  C69 1.095
89 H -1.8850 -7.5550 0.8157  C69 1.099
90 H -2.0285 -5.7734 4.6071  O71 0.962
91 C -2.3042 -0.7628 -4.2137  C92 1.577, H102 1.092, H103 1.090, H104 1.088
92 C -1.6224 -2.1374 -4.5796  C91 1.577, C93 1.544, C94 1.523, N100 1.439
93 C -2.8182 -3.0913 -4.7864  C92 1.544, H105 1.092, H106 1.089, H107 1.092
94 C -0.8615 -1.7922 -5.8532  C92 1.523, C95 1.526, H108 1.094, H109 1.091
95 C 0.2269 -2.7900 -6.2367  C94 1.526, C96 1.546, H110 1.092, H111 1.099
96 C 1.1467 -2.9554 -5.0054  C95 1.546, C97 1.526, H112 1.092, H113 1.098
97 C 0.4449 -3.3443 -3.7076  C96 1.526, C98 1.527, C99 1.523, N100 1.491
98 C -0.0229 -4.7933 -3.8249  C97 1.527, H114 1.095, H115 1.089, H116 1.089
99 C 1.3806 -3.1548 -2.5210  C97 1.523, H117 1.096, H118 1.089, H119 1.093
100 N -0.7403 -2.4665 -3.4920  C92 1.439, C97 1.491, O101 1.425
101 O -1.4492 -2.8335 -2.3120  N100 1.425, H120 0.964
102 H -1.4984 -0.0406 -4.0633  C91 1.092
103 H -2.7925 -0.8115 -3.2405  C91 1.090
104 H -2.9307 -0.4965 -5.0619  C91 1.088
105 H -2.5706 -4.0774 -5.1839  C93 1.092
106 H -3.5604 -2.5567 -5.3778  C93 1.089
107 H -3.3141 -3.3791 -3.8576  C93 1.092
108 H -1.5292 -1.7639 -6.7196  C94 1.094
109 H -0.3895 -0.8119 -5.7694  C94 1.091
110 H 0.6842 -2.6334 -7.2157  C95 1.092
111 H -0.2289 -3.7593 -6.4816  C95 1.099
112 H 1.9166 -2.1854 -4.9252  C96 1.092
113 H 1.7548 -3.7934 -5.3703  C96 1.098
114 H 0.7751 -5.4139 -4.2451  C98 1.095
115 H -0.3518 -5.2476 -2.8912  C98 1.089
116 H -0.8123 -4.9346 -4.5621  C98 1.089
117 H 1.7309 -2.1174 -2.4633  C99 1.096
118 H 0.8959 -3.3132 -1.5586  C99 1.089
119 H 2.3462 -3.6669 -2.5115  C99 1.093
120 H -1.2107 -2.0964 -1.7378  O101 0.964
121 C -2.1153 7.1742 -3.0071  C122 1.542, H132 1.095, H133 1.102, H134 1.089
122 C -3.5750 6.6836 -2.9184  C121 1.542, C123 1.527, C124 1.549, N130 1.461
123 C -4.3179 7.5835 -1.9334  C122 1.527, H135 1.091, H136 1.093, H137 1.091
124 C -4.2696 6.8361 -4.2941  C122 1.549, C125 1.523, H138 1.094, H139 1.091
125 C -3.9056 5.6890 -5.2272  C124 1.523, C126 1.526, H140 1.094, H141 1.098
126 C -4.2700 4.3172 -4.6657  C125 1.526, C127 1.531, H142 1.088, H143 1.092
127 C -3.5806 4.0806 -3.3195  C126 1.531, C128 1.528, C129 1.598, N130 1.463
128 C -4.4394 3.0644 -2.5690  C127 1.528, H144 1.093, H145 1.090, H146 1.099
129 C -2.0908 3.5075 -3.4031  C127 1.598, H147 1.087, H148 1.090, H149 1.092
130 N -3.6671 5.2877 -2.4971  C122 1.461, C127 1.463, O131 1.421
131 O -3.1850 5.1290 -1.1703  N130 1.421, H150 0.965
132 H -1.4450 6.6373 -3.6866  C121 1.095
133 H -2.0225 8.1405 -3.5281  C121 1.102
134 H -1.5099 7.4159 -2.1342  C121 1.089
135 H -3.8518 7.6549 -0.9491  C123 1.091
136 H -4.2691 8.5923 -2.3503  C123 1.093
137 H -5.3588 7.3051 -1.7634  C123 1.091
138 H -5.3470 6.8874 -4.1126  C124 1.094
139 H -4.0526 7.7991 -4.7576  C124 1.091
140 H -4.2611 5.7990 -6.2563  C125 1.094
141 H -2.8321 5.7140 -5.4588  C125 1.098
142 H -4.0168 3.5126 -5.3521  C126 1.088
143 H -5.3366 4.3934 -4.4440  C126 1.092
144 H -5.4167 3.4160 -2.2293  C128 1.093
145 H -3.9230 2.5623 -1.7504  C128 1.090
146 H -4.8069 2.2566 -3.2172  C128 1.099
147 H -1.3878 3.7807 -2.6202  C129 1.087
148 H -1.7023 3.7535 -4.3913  C129 1.090
149 H -2.2396 2.4275 -3.3341  C129 1.092
150 H -3.9782 5.3164 -0.6543  O131 0.965
151 C -2.9094 -0.2372 1.0613  C152 1.576, H162 1.088, H163 1.094, H164 1.092
152 C -3.5779 -0.1523 2.4856  C151 1.576, C153 1.544, C154 1.536, N160 1.479
153 C -3.9010 -1.6013 2.9087  C152 1.544, H165 1.090, H166 1.091, H167 1.087
154 C -2.5601 0.4216 3.4830  C152 1.536, C155 1.513, H168 1.096, H169 1.102
155 C -2.6253 1.9173 3.7024  C154 1.513, C156 1.522, H170 1.093, H171 1.092
156 C -4.0807 2.3528 3.8027  C155 1.522, C157 1.519, H172 1.094, H173 1.095
157 C -4.8751 2.0485 2.5448  C156 1.519, C158 1.554, C159 1.525, N160 1.473
158 C -6.2821 2.6452 2.8239  C157 1.554, H174 1.090, H175 1.089, H176 1.090
159 C -4.2522 2.7928 1.3691  C157 1.525, H177 1.093, H178 1.096, H179 1.091
160 N -4.8604 0.5812 2.4170  C152 1.479, C157 1.473, O161 1.398
161 O -5.8579 0.1151 1.5551  N160 1.398, H180 0.974
162 H -2.3819 -1.1884 1.0667  C151 1.088
163 H -3.6672 -0.0850 0.2867  C151 1.094
164 H -2.2591 0.6040 0.8134  C151 1.092
165 H -4.4698 -1.5508 3.8377  C153 1.090
166 H -4.5729 -1.9314 2.1144  C153 1.091
167 H -3.0216 -2.2199 3.0713  C153 1.087
168 H -2.3612 -0.1449 4.4003  C154 1.096
169 H -1.5489 0.2024 3.1047  C154 1.102
170 H -2.0483 2.1044 4.6115  C155 1.093
171 H -2.0920 2.4216 2.8935  C155 1.092
172 H -4.1320 3.4050 4.0996  C156 1.094
173 H -4.4926 1.9067 4.7144  C156 1.095
174 H -6.1537 3.6304 3.2730  C158 1.090
175 H -6.8762 2.0553 3.5206  C158 1.089
176 H -6.8120 2.7886 1.8820  C158 1.090
177 H -4.0145 3.8523 1.4899  C159 1.093
178 H -4.7707 2.7735 0.4040  C159 1.096
179 H -3.3117 2.3013 1.1145  C159 1.091
180 H -5.4212 0.0149 0.6901  O161 0.974
181 O 0.8624 -1.6782 0.3376  C182 1.437, H185 0.965
182 C 0.6744 -0.2751 0.5828  O181 1.437, C183 1.525, H186 1.094, H187 1.097
183 C 0.2971 0.5316 -0.6550  C182 1.525, O184 1.411, H188 1.094, H189 1.098
184 O -0.1420 1.7923 -0.1979  C183 1.411, H190 0.962
185 H 1.2095 -1.9788 1.1859  O181 0.965
186 H 0.1150 -0.0050 1.4838  C182 1.094
187 H 1.6510 0.1217 0.8858  C182 1.097
188 H -0.3500 0.1053 -1.4268  C183 1.094
189 H 1.2784 0.6041 -1.1418  C183 1.098
190 H -0.2736 2.3789 -0.9491  O184 0.962